The following is a quantum chemistry calculation of a 2-piece molecular cluster, C31H31BF4O3 overall in a non-equilibrium geometry, from OMol25.

Structure (ORCA input):
```
! wB97M-V def2-TZVPD RIJCOSX def2/J DEFGRID3
* xyz 0 1
C -3.56899 -1.71800 -4.32136
C -3.17744 -1.81510 -2.92525
C -3.44841 -2.75112 -1.96425
C -2.77245 -2.34199 -0.79195
C -2.22230 -1.10517 -1.07017
B -0.33040 -0.69146 -0.63054
C -1.76354 -0.02807 -0.16718
C -2.07409 -0.20848 1.26792
C -2.92883 0.62222 1.94984
C -3.56663 1.66831 1.28441
C -4.66336 2.44721 1.95120
F -4.42080 3.79692 1.96049
F -5.86237 2.26971 1.30315
F -4.84931 2.07597 3.25058
C -3.18884 2.01496 -0.01797
C -2.24209 1.28298 -0.67758
O 0.02580 -1.96533 -0.21125
C 1.33533 -2.13754 -0.79072
C 2.28686 -1.67397 0.30167
C 1.48940 -3.60028 -1.13654
C 1.31679 -1.13110 -2.02631
C 2.63552 -0.45282 -2.31472
C 0.75187 -1.75174 -3.30471
O 0.37578 -0.09260 -1.63488
O -2.44338 -0.79172 -2.38735
H -4.13974 -2.62514 -4.54969
H -4.20171 -0.83970 -4.49724
H -2.70528 -1.67679 -4.99655
H -4.08823 -3.63446 -2.07733
H -2.68368 -2.87435 0.14876
H -1.63068 -1.07251 1.76952
H -3.11963 0.46844 3.01589
H -3.65151 2.87736 -0.50049
H -1.94342 1.58795 -1.68281
H 3.31812 -1.53684 -0.03338
H 1.84612 -0.68456 0.73058
H 2.26183 -2.39023 1.13193
H 2.48523 -3.78251 -1.55206
H 1.35707 -4.20213 -0.23309
H 0.72767 -3.90611 -1.86283
H 3.45729 -1.17463 -2.26377
H 2.61236 -0.04490 -3.33008
H 2.81680 0.36912 -1.61466
H 1.51066 -2.35725 -3.81961
H -0.13012 -2.37840 -3.10525
H 0.43957 -0.94417 -3.98189
F 1.25295 1.11118 6.68184
C 1.13614 0.90143 5.33496
C 0.12883 1.55998 4.63202
C 0.11083 1.45345 3.24564
C 1.06576 0.67429 2.54960
C 1.09378 0.68092 1.06224
C 2.10057 1.62648 0.52390
C 1.72026 2.65934 -0.36147
C 2.68143 3.48487 -0.93977
C 4.04462 3.29252 -0.67094
C 4.44039 2.26819 0.20659
C 3.47252 1.48188 0.84297
C 2.00133 -0.05441 3.31350
C 2.04154 0.04353 4.70610
H -0.59558 2.17915 5.16153
H -0.64154 1.98887 2.66795
H 0.11088 0.89046 0.64564
H 0.66149 2.78989 -0.57408
H 2.36854 4.30121 -1.59521
H 4.79562 3.94315 -1.12759
H 5.50643 2.09653 0.42128
H 3.78441 0.73853 1.58830
H 2.70584 -0.70527 2.80771
H 2.78012 -0.50612 5.28480
*
```

The calculation puts the HOMO-LUMO gap at 3.693 eV. The strongest force on any atom comes out at 3.64 eV/A. As for the LUMO energy: -2.34 eV. The energy relative to the best compared isomer or geometry (same formula, charge and spin) comes out at 5.348 eV.

Atomic partial charges in e from the natural (NBO) method, atoms 1 to 6: -0.66 0.29 -0.31 -0.24 0.25 1.25